1.
Molecular formula: C6H14P
Method: DFT, ωB97M-V/def2-TZVPD

Output
- relative energy (zero: lowest compared OMol25 entry of this formula, charge and spin) (kcal per mole) = 133.1
- Kohn-Sham gap (alpha / beta) (eV) = 6.5 / 6.5
- HOMO level (alpha / beta) (eV) = -12.34 / -12.34

The geometry in ORCA input format:
```
! RIJCOSX wB97M-V def2-TZVPD def2/J DEFGRID3
* xyz 1 1
C -0.681 1.815 -2.030
C 0.928 -0.742 0.356
C 0.960 -1.090 1.755
C 1.534 -1.600 -0.616
C -0.552 1.986 0.824
C -1.768 -0.454 -0.576
P -0.418 0.765 -0.556
H 0.088 2.624 -1.904
H -0.709 1.356 -2.998
H 1.489 -0.313 2.286
H 1.554 -2.033 2.121
H -0.029 -1.023 2.235
H 1.281 -1.402 -1.715
H 1.457 -2.791 -0.304
H 2.604 -1.504 -0.717
H -0.770 1.351 1.672
H -1.284 2.694 0.586
H 0.448 2.343 1.192
H -1.396 -1.484 -0.276
H -2.222 -0.366 -1.534
H -2.513 -0.130 0.198
*
```

2.
Molecular formula: C6H14P
Method: DFT, ωB97M-V/def2-TZVPD

Output
- <S²> = 2.02
- relative energy (zero: lowest compared OMol25 entry of this formula, charge and spin) (kcal per mole) = 47.8
- Kohn-Sham gap (alpha / beta) (eV) = 7.8 / 7.2
- HOMO level (alpha / beta) (eV) = -10.52 / -14.23

The geometry in ORCA input format:
```
! RIJCOSX wB97M-V def2-TZVPD def2/J DEFGRID3
* xyz 1 3
C 0.704 1.430 -1.955
C 0.394 0.181 -1.580
C -0.287 -1.054 -2.328
C -1.593 0.600 1.320
C 0.164 -1.838 1.250
C 1.256 1.051 1.472
P -0.024 -0.003 0.745
H 1.209 2.077 -1.390
H 0.485 1.637 -3.002
H -1.336 -0.769 -2.486
H -0.299 -2.037 -1.703
H 0.180 -1.223 -3.272
H -2.115 0.194 2.100
H -2.322 0.527 0.410
H -1.640 1.680 1.534
H 0.582 -2.419 0.413
H -0.922 -1.995 1.588
H 0.896 -1.795 2.045
H 2.330 0.802 1.262
H 1.133 0.939 2.509
H 1.205 2.015 1.068
*
```

3.
Molecular formula: C6H15AgO3
Method: DFT, ωB97M-V/def2-TZVPD

Output
- <S²> = 0.75
- relative energy (zero: lowest compared OMol25 entry of this formula, charge and spin) (kcal per mole) = 0.0
- Kohn-Sham gap (alpha / beta) (eV) = 8.0 / 6.7
- HOMO level (alpha / beta) (eV) = -12.94 / -12.94

The geometry in ORCA input format:
```
! RIJCOSX wB97M-V def2-TZVPD def2/J DEFGRID3
* xyz 1 2
C -1.230 -2.867 0.644
C -0.649 -3.576 -0.557
O 0.546 -2.900 -0.951
Ag 0.544 -0.964 -2.134
H -1.539 -3.598 1.400
H -0.484 -2.210 1.117
H -2.119 -2.282 0.360
H -1.360 -3.569 -1.396
H -0.412 -4.624 -0.315
O 2.082 0.416 -0.953
C 1.708 0.802 0.292
C 0.348 1.473 0.389
C 0.295 2.593 1.420
C -0.875 3.524 1.165
O -0.896 4.509 2.182
H 1.310 -3.171 -0.405
H 2.530 1.442 0.693
H 1.787 -0.095 0.951
H -0.398 0.704 0.648
H 0.094 1.884 -0.603
H 1.230 3.174 1.394
H 0.202 2.170 2.432
H -1.817 2.946 1.165
H -0.772 3.994 0.171
H -1.591 5.145 1.995
*
```

4.
Molecular formula: C6H15AsCrO6S4
Method: DFT, ωB97M-V/def2-TZVPD

Output
- <S²> = 3.79
- relative energy (zero: lowest compared OMol25 entry of this formula, charge and spin) (kcal per mole) = 4.2
- Kohn-Sham gap (alpha / beta) (eV) = 7.3 / 7.5
- HOMO level (alpha / beta) (eV) = -4.89 / -5.00

The geometry in ORCA input format:
```
! RIJCOSX wB97M-V def2-TZVPD def2/J DEFGRID3
* xyz -1 4
Cr 0.507 0.261 1.112
O -1.626 -2.020 2.215
S -1.048 -1.788 0.949
O -1.474 -2.646 -0.155
O 0.489 -1.755 0.968
O -1.287 -0.314 0.553
C -0.426 -0.149 4.306
O 0.553 -0.222 3.251
C 1.759 0.437 3.420
S 2.226 0.935 4.860
S 2.588 0.632 2.005
H -0.472 0.846 4.709
H -0.231 -0.926 5.057
H -1.335 -0.434 3.812
C 1.238 0.279 -4.283
As 0.480 -0.215 -2.486
C 0.646 -2.088 -2.204
C -1.394 0.042 -2.635
S 1.550 0.967 -1.140
H 0.683 -0.270 -5.102
H 2.257 0.116 -4.352
H 1.042 1.424 -4.391
H 1.242 -2.498 -3.024
H -0.303 -2.635 -2.259
H 1.222 -2.069 -1.275
H -1.613 1.127 -2.703
H -1.853 -0.323 -1.736
H -1.813 -0.396 -3.469
C -0.754 2.744 0.781
O 0.157 2.067 1.584
H -0.253 3.120 -0.169
H -1.129 3.631 1.325
H -1.624 2.121 0.478
*
```

5.
Molecular formula: C6H15BInNO5P
Method: DFT, ωB97M-V/def2-TZVPD

Output
- Kohn-Sham gap (eV) = 8.1
- HOMO level (eV) = -5.21

The geometry in ORCA input format:
```
! RIJCOSX wB97M-V def2-TZVPD def2/J DEFGRID3
* xyz -1 1
O 0.548 -1.883 2.921
C -0.289 -1.304 2.309
N -1.168 -0.676 1.777
In -0.408 1.274 1.239
C 0.078 2.501 3.060
B 0.852 3.730 2.480
O 0.159 4.905 2.155
O 2.224 3.634 2.262
P -2.118 2.517 -0.181
O -1.409 3.410 -1.174
H 1.093 1.197 0.294
H -0.823 2.780 3.596
H 0.791 1.965 3.680
H -0.577 4.609 1.616
H 2.365 3.008 1.550
H -3.026 3.330 0.564
H -2.965 1.614 -0.899
C 0.617 -3.831 -1.872
C -0.328 -3.144 -2.850
C -0.455 -1.758 -2.232
O 0.783 -1.492 -1.573
C 1.552 -2.691 -1.493
H 1.142 -4.689 -2.294
H 0.062 -4.169 -0.994
H 0.140 -3.075 -3.836
H -1.288 -3.648 -2.964
H -1.254 -1.728 -1.483
H -0.645 -0.980 -2.972
H 2.387 -2.610 -2.200
H 1.958 -2.795 -0.486
*
```

6.
Molecular formula: C6H15Br2MnNO2
Method: DFT, ωB97M-V/def2-TZVPD

Output
- <S²> = 8.77
- relative energy (zero: lowest compared OMol25 entry of this formula, charge and spin) (kcal per mole) = 170.3
- Kohn-Sham gap (alpha / beta) (eV) = 4.8 / 5.3
- HOMO level (alpha / beta) (eV) = -7.77 / -8.00

The geometry in ORCA input format:
```
! RIJCOSX wB97M-V def2-TZVPD def2/J DEFGRID3
* xyz 0 6
Mn -0.640 -0.077 1.641
Br 1.015 2.164 4.738
Br -3.736 -2.938 1.908
C 1.433 -2.282 1.897
O 1.187 -1.406 0.816
C 2.085 -1.587 -0.258
C 1.681 -0.636 -1.449
N 0.790 0.493 -1.018
C -0.347 0.691 -1.929
C -1.098 1.855 -1.378
O -1.620 1.418 -0.045
C -2.765 2.205 0.412
H 1.910 -3.215 1.596
H 0.601 -2.562 2.543
H 2.148 -1.851 2.597
H 1.996 -2.648 -0.492
H 3.137 -1.398 -0.048
H 1.231 -1.341 -2.147
H 2.581 -0.482 -2.045
H 1.403 1.296 -1.039
H -1.002 -0.168 -1.785
H -0.237 0.873 -2.998
H -1.937 1.968 -2.066
H -0.449 2.727 -1.299
H -3.059 1.671 1.316
H -3.693 1.966 -0.108
H -2.616 3.261 0.640
*
```

7.
Molecular formula: C6H15Br2NO
Method: DFT, ωB97M-V/def2-TZVPD

Output
- Kohn-Sham gap (eV) = 9.9
- HOMO level (eV) = -9.37

The geometry in ORCA input format:
```
! RIJCOSX wB97M-V def2-TZVPD def2/J DEFGRID3
* xyz 0 1
Br 0.211 -4.232 4.578
C 0.363 -5.296 2.844
C 1.869 -5.239 2.404
Br 2.145 -5.636 0.520
H -0.380 -4.846 2.186
H -0.012 -6.309 2.996
H 2.379 -6.069 2.894
H 2.354 -4.311 2.708
C -0.916 0.481 -1.277
C 0.107 1.590 -1.212
C -0.435 3.001 -0.977
O -1.210 3.365 -2.111
C -1.503 4.783 -2.180
N 1.153 1.152 -0.256
H -1.667 0.874 -1.961
H -1.468 0.307 -0.353
H -0.487 -0.429 -1.697
H 0.591 1.608 -2.189
H 0.375 3.691 -0.738
H -1.191 3.049 -0.194
H -1.967 5.147 -3.096
H -0.645 5.453 -2.113
H -2.206 5.073 -1.399
H 1.723 1.952 -0.021
H 0.816 0.842 0.644
*
```

8.
Molecular formula: C6H15BrMnNO6P
Method: DFT, ωB97M-V/def2-TZVPD

Output
- <S²> = 8.76
- relative energy (zero: lowest compared OMol25 entry of this formula, charge and spin) (kcal per mole) = 44.1
- Kohn-Sham gap (alpha / beta) (eV) = 3.1 / 3.6
- HOMO level (alpha / beta) (eV) = 1.24 / 0.76

The geometry in ORCA input format:
```
! RIJCOSX wB97M-V def2-TZVPD def2/J DEFGRID3
* xyz -2 6
Mn -1.007 -0.798 -1.792
Br -2.228 1.386 -2.439
P -1.145 -2.901 -2.756
O -0.364 -2.757 -1.346
O -1.061 -4.427 -2.977
O -0.415 -1.854 -3.607
O -2.384 -2.191 -2.098
C 1.541 0.802 -2.925
O 0.921 0.029 -1.947
C 1.660 0.028 -0.746
C 0.891 -0.759 0.347
N -0.593 -0.528 0.371
C -0.823 0.855 0.817
C -0.283 1.318 2.177
O -1.017 0.686 3.190
C -0.713 1.138 4.468
H 2.553 0.443 -3.158
H 1.575 1.874 -2.698
H 1.076 0.744 -3.910
H 1.683 1.069 -0.390
H 2.666 -0.376 -0.871
H 1.375 -0.609 1.321
H 1.001 -1.833 0.178
H -0.923 -1.247 1.003
H -1.894 1.069 0.720
H -0.533 1.556 0.027
H -0.408 2.410 2.204
H 0.789 1.091 2.214
H -0.844 2.221 4.590
H 0.289 0.884 4.841
H -1.386 0.676 5.195
*
```